No. 1
ORCA calculation (ωB97M-V with the def2-TZVPD basis set) on a molecular structure, C26H35NOPtSSe.

Each line ends with the Löwdin charge.
Cartesian coordinates (Å):
Pt  -0.094  2.271  0.742  0.918
C  3.386  2.622  1.615  -0.062
C  2.457  2.054  2.463  -0.085
C  1.231  2.701  2.695  -0.180
C  0.958  3.925  2.044  -0.204
C  1.917  4.481  1.168  -0.055
C  3.113  3.834  0.963  -0.057
H  4.343  2.142  1.466  0.123
H  2.686  1.140  2.995  0.112
H  0.554  2.351  3.467  0.109
H  0.118  4.522  2.377  0.103
H  1.714  5.431  0.692  0.125
H  3.858  4.270  0.312  0.125
C  -2.262  -0.186  -0.781  -0.131
N  -2.923  0.795  -1.610  -0.256
C  -3.446  0.174  -2.821  -0.075
C  -2.132  2.008  -1.863  -0.164
C  -0.670  1.809  -2.202  -0.236
C  -0.284  1.487  -3.505  -0.020
C  1.038  1.229  -3.823  -0.051
C  2.015  1.300  -2.842  -0.070
C  1.665  1.651  -1.543  -0.163
C  0.330  1.895  -1.231  -0.255
H  -2.975  -0.952  -0.474  0.103
H  -1.850  0.283  0.125  0.026
H  -1.421  -0.685  -1.291  0.070
H  -4.137  -0.622  -2.544  0.093
H  -2.660  -0.264  -3.448  0.084
H  -3.997  0.907  -3.408  0.095
H  -2.178  2.637  -0.968  0.059
H  -2.628  2.564  -2.659  0.135
H  -1.036  1.465  -4.283  0.123
H  1.312  0.998  -4.843  0.118
H  3.052  1.116  -3.087  0.116
H  2.442  1.748  -0.794  0.073
C  -2.840  4.352  1.237  -0.180
S  -2.167  2.807  1.826  0.693
C  -3.528  1.694  1.540  -0.192
O  -1.901  2.912  3.263  -0.431
H  -3.585  4.659  1.973  0.088
H  -3.293  4.215  0.260  0.069
H  -2.036  5.082  1.187  0.066
H  -3.744  1.642  0.470  0.054
H  -4.375  2.086  2.103  0.088
H  -3.242  0.719  1.926  0.074
C  1.334  -7.343  0.665  -0.006
C  1.297  -5.859  0.588  -0.181
C  1.112  -5.207  -0.641  0.034
C  1.097  -3.839  -0.739  -0.264
C  0.857  -3.166  -2.055  -0.046
C  1.281  -3.086  0.464  -0.500
Se  1.282  -1.257  0.373  1.166
C  1.468  -3.723  1.731  -0.271
C  1.697  -2.929  2.981  -0.051
C  1.468  -5.093  1.757  0.034
H  0.969  -7.810  -0.245  0.094
H  0.756  -7.703  1.517  0.104
H  2.366  -7.669  0.826  0.116
H  0.979  -5.805  -1.534  0.141
H  1.243  -3.776  -2.869  0.102
H  1.336  -2.187  -2.124  0.052
H  -0.214  -3.028  -2.221  0.102
H  1.207  -1.953  2.957  0.048
H  2.766  -2.766  3.134  0.108
H  1.313  -3.463  3.849  0.101
H  1.604  -5.606  2.700  0.144

Computed properties:
Relative energy (zero: lowest compared OMol25 entry of this formula, charge and spin) (kJ/mol): 50.47
Expectation value of S²: 6.03
Charge: +2
Gap between HOMO and LUMO (spin up / spin down) (eV): 8.301 / 4.873
2S+1: 5


No. 2
ORCA calculation (ωB97M-V with the def2-TZVPD basis set) on a molecular structure, C26H36BCl3CoF2N2Si.

Each line ends with the Löwdin charge.
Cartesian coordinates (Å):
Co  1.062  -0.502  0.092  0.460
C  0.918  0.310  4.853  -0.074
C  0.145  0.668  3.588  -0.383
C  -1.357  0.486  3.823  -0.050
C  0.456  2.049  3.053  -0.130
C  0.786  3.091  3.909  -0.045
C  1.080  4.352  3.414  -0.091
C  1.063  4.564  2.050  -0.053
C  0.737  3.550  1.148  -0.128
C  0.775  3.920  -0.330  -0.356
C  -0.614  4.262  -0.881  -0.057
C  1.504  2.934  -1.241  -0.082
C  0.409  2.288  1.666  -0.154
N  0.077  1.216  0.794  -0.013
C  -1.139  1.183  0.266  -0.170
C  -1.430  0.322  -0.807  -0.164
N  -0.488  -0.480  -1.297  -0.012
C  -0.675  -1.053  -2.570  -0.159
C  -1.065  -0.268  -3.670  -0.131
C  -1.270  -0.895  -4.898  -0.054
C  -1.046  -2.246  -5.067  -0.085
C  -0.582  -2.996  -3.995  -0.041
C  -0.391  -2.425  -2.746  -0.124
C  0.095  -3.256  -1.577  -0.390
C  -1.066  -3.609  -0.643  -0.055
C  0.854  -4.515  -1.977  -0.082
C  -1.178  1.247  -3.615  -0.385
C  -2.606  1.733  -3.857  -0.064
C  -0.207  1.906  -4.598  -0.063
H  0.769  -0.747  5.080  0.078
H  0.571  0.884  5.718  0.068
H  1.989  0.485  4.736  0.087
H  0.439  -0.037  2.813  0.069
H  -1.708  1.187  4.585  0.080
H  -1.562  -0.532  4.160  0.077
H  -1.929  0.659  2.912  0.064
H  0.824  2.913  4.976  0.101
H  1.344  5.157  4.089  0.095
H  1.319  5.543  1.657  0.106
H  1.356  4.846  -0.362  0.120
H  -1.233  3.369  -0.967  0.051
H  -0.527  4.701  -1.879  0.076
H  -1.132  4.973  -0.235  0.079
H  0.932  2.023  -1.411  0.035
H  2.475  2.651  -0.829  0.058
H  1.679  3.395  -2.217  0.081
H  -1.914  1.860  0.616  0.122
H  -2.417  0.363  -1.264  0.115
H  -1.581  -0.297  -5.747  0.104
H  -1.202  -2.711  -6.032  0.094
H  -0.366  -4.047  -4.137  0.099
H  0.804  -2.639  -1.014  0.052
H  -1.798  -4.220  -1.179  0.084
H  -1.567  -2.714  -0.275  0.073
H  -0.712  -4.176  0.220  0.078
H  0.190  -5.266  -2.415  0.072
H  1.311  -4.954  -1.089  0.080
H  1.650  -4.293  -2.690  0.074
H  -0.879  1.572  -2.621  0.085
H  -2.953  1.449  -4.853  0.073
H  -2.657  2.823  -3.782  0.074
H  -3.304  1.309  -3.132  0.069
H  -0.456  1.659  -5.633  0.071
H  0.815  1.580  -4.407  0.046
H  -0.248  2.993  -4.494  0.073
F  1.779  -3.263  1.405  0.099
B  1.019  -2.150  1.464  -0.638
F  0.105  -2.264  2.469  0.083
Cl  4.052  -2.367  -1.459  0.117
Si  3.188  -0.462  -1.143  -0.581
Cl  3.145  0.294  -3.132  0.116
Cl  4.816  0.619  -0.313  0.080

Computed properties:
Relative energy (zero: lowest compared OMol25 entry of this formula, charge and spin) (kJ/mol): 0.00
Expectation value of S²: 6.02
Charge: -1
Gap between HOMO and LUMO (spin up / spin down) (eV): 6.524 / 7.798
2S+1: 5


No. 3
ORCA calculation (ωB97M-V with the def2-TZVPD basis set) on a molecular structure, C26H36BN6O5Ta.

Each line ends with the Löwdin charge.
Cartesian coordinates (Å):
Ta  0.147  -0.361  -0.479  2.088
O  1.979  -1.029  0.459  -0.052
C  1.297  -1.091  1.531  -0.488
O  0.069  -1.399  1.342  -0.047
C  1.819  -0.507  2.791  -0.055
C  0.760  -0.479  3.907  -0.237
C  1.383  0.045  5.204  -0.066
C  1.462  1.566  4.915  -0.070
C  0.931  1.620  3.483  -0.226
O  -0.070  0.602  3.460  -0.054
C  2.020  1.038  2.530  -0.052
C  1.876  1.547  1.115  -0.407
O  2.602  2.277  0.543  0.218
O  0.661  1.147  0.458  -0.233
H  2.764  -0.982  3.054  0.182
H  0.172  -1.389  3.991  0.162
H  2.351  -0.409  5.410  0.128
H  0.730  -0.167  6.047  0.127
H  2.465  1.979  5.007  0.128
H  0.803  2.130  5.571  0.129
H  0.510  2.569  3.161  0.173
H  3.019  1.346  2.826  0.173
C  -0.423  3.653  -0.296  -0.063
C  -0.838  3.542  -1.753  -0.333
C  -2.275  4.089  -1.895  -0.043
C  -0.816  2.208  -2.475  -0.181
C  -1.111  2.174  -3.832  0.017
C  -1.305  0.856  -4.156  -0.002
N  -1.112  0.107  -3.075  -0.032
N  -0.749  0.916  -2.009  -0.029
B  -1.440  -1.389  -2.891  -0.486
N  -0.064  -2.101  -2.728  -0.009
C  0.474  -3.033  -3.503  0.015
C  1.851  -3.052  -3.327  0.053
C  2.140  -2.068  -2.400  -0.199
N  0.958  -1.498  -2.006  -0.062
C  3.499  -1.626  -1.947  -0.371
C  4.180  -2.726  -1.128  -0.038
C  4.343  -1.261  -3.174  -0.038
N  -2.284  -1.517  -1.611  -0.009
C  -3.543  -1.922  -1.454  0.013
C  -3.942  -1.689  -0.150  0.051
C  -2.858  -1.106  0.489  -0.202
N  -1.836  -1.029  -0.407  -0.060
C  -2.771  -0.590  1.892  -0.370
C  -2.741  -1.752  2.890  -0.037
C  -3.948  0.343  2.187  -0.036
H  -0.653  4.665  0.037  0.097
H  0.643  3.502  -0.162  0.061
H  -0.986  2.970  0.341  0.076
H  -0.178  4.188  -2.339  0.153
H  -2.976  3.464  -1.338  0.093
H  -2.607  4.135  -2.929  0.078
H  -2.317  5.095  -1.482  0.092
H  -1.226  3.024  -4.480  0.135
H  -1.598  0.400  -5.089  0.150
H  -2.020  -1.836  -3.826  0.138
H  -0.151  -3.610  -4.166  0.153
H  2.556  -3.687  -3.834  0.136
H  3.390  -0.731  -1.333  0.117
H  4.331  -3.620  -1.734  0.093
H  3.597  -3.005  -0.251  0.074
H  5.158  -2.381  -0.797  0.096
H  4.512  -2.132  -3.807  0.088
H  5.315  -0.894  -2.848  0.095
H  3.870  -0.485  -3.775  0.091
H  -4.080  -2.351  -2.285  0.150
H  -4.908  -1.897  0.276  0.133
H  -1.849  -0.017  1.994  0.099
H  -3.670  -2.322  2.842  0.094
H  -2.644  -1.358  3.901  0.093
H  -1.916  -2.436  2.695  0.075
H  -4.898  -0.192  2.153  0.089
H  -3.995  1.172  1.479  0.086
H  -3.839  0.755  3.189  0.094

Computed properties:
Relative energy (zero: lowest compared OMol25 entry of this formula, charge and spin) (kJ/mol): 96.25
Charge: +2
Gap between HOMO and LUMO (eV): 7.707
2S+1: 1